Here is a molecular structure, C5H17N2OSn from OMol25. Energies are from ωB97M-V/def2-TZVPD.

Output
**Electronic energy**: -599.41270 a.u.
**Total charge**: +1
**HOMO-LUMO gap**: 7.232 eV
**Largest force on an atom**: 5.22 eV/Å
**HOMO energy**: -10.6 eV
**LUMO level**: -3.36 eV
**Relative energy (zero: lowest compared OMol25 entry of this formula, charge and spin)**: 0.0 kcal per mole
**Spin multiplicity**: 1
**M**: 239.92 u

Cartesian coordinates (Å):
1 C -1.1693 4.5172 -0.1068
2 Sn -0.4335 1.4388 0.4902
3 N -0.3839 1.7744 -1.9805
4 H -1.5816 1.0625 1.9613
5 H -0.2026 4.2062 0.2440
6 H -1.4791 4.9544 0.8771
7 H -2.1191 3.9214 -0.4233
8 H -0.6982 5.0213 -0.9881
9 H -0.9438 1.0738 -2.4505
10 H 0.5440 1.5224 -2.3131
11 H -0.6651 2.6148 -2.4604
12 C 1.1211 -3.4355 0.9080
13 N 0.4406 -2.4227 0.1566
14 C -0.3974 -2.8629 -0.9627
15 C 0.5493 -1.1461 0.5009
16 C 1.2067 -0.5223 1.6201
17 O -0.0428 -0.2834 -0.2956
18 H 0.9728 -4.4101 0.5123
19 H 0.7975 -3.4697 1.9199
20 H 2.1707 -3.2710 0.8804
21 H -1.4444 -2.6148 -0.8425
22 H -0.1143 -2.4018 -1.8993
23 H -0.3296 -3.9900 -1.1015
24 H 2.0085 0.1615 1.3010
25 H 0.5233 -0.0756 2.3601
26 H 1.6701 -1.3628 2.0924

Force components x, y, z for each atom (eV/Å):
-0.95 0.35 0.04
0.31 4.69 2.27
-0.64 -0.77 -0.90
-0.17 -0.54 -0.99
0.02 -2.21 0.16
-0.08 1.19 -1.51
2.36 0.10 0.47
-1.57 1.03 0.77
-0.40 -0.38 -0.01
0.26 0.35 0.32
0.15 0.64 0.09
0.51 -0.31 0.45
-0.08 1.03 0.40
-0.19 -1.21 -0.77
-2.62 0.72 -3.63
1.76 -1.37 1.43
0.48 -4.52 -0.71
-0.37 -0.60 -0.57
-0.33 0.06 0.94
1.01 0.19 0.08
-0.17 0.13 0.47
0.40 0.16 -0.10
0.10 1.59 0.42
-0.48 -0.16 0.06
-0.04 -0.08 -0.33
0.72 -0.09 1.15